Computed, not measured: a structure of composition ErFNO3S2 at a distorted geometry, with ωB97M-V/def2-TZVPD.

Each line ends with the Mulliken spin population.
Atoms and positions in Å:
Er1 2.257 -0.068 -0.949  3.036
F1 1.340 2.194 0.008  -0.009
N1 -1.067 0.110 0.656  -0.002
S1 -0.253 -1.365 1.078  -0.002
O1 -1.234 -2.400 0.645  -0.001
O2 0.966 -1.426 0.083  -0.013
S2 -0.573 0.918 -0.560  -0.008
O3 -1.435 2.038 -0.961  -0.001

Summary:
**DFT total energy**: -2191.39689 Eh
**Charge**: +1
**Highest occupied orbital energy (spin up / spin down)**: -13.66 / -13.67 eV
**Orbital gap (spin up / spin down)**: 5.6 / 5.7 eV
**F_max**: 5.29 eV/Å
**Spin multiplicity**: 4

---

Computed, not measured: a structure of composition F10K3N5Na2O20S10 at a distorted geometry, with ωB97M-V/def2-TZVPD.

Each line ends with the Mulliken charge.
Atoms and positions in Å:
Na1 -22.422 -12.653 21.895  1.037
Na2 -19.709 -16.099 17.103  0.918
K1 -26.624 -18.178 20.175  0.950
K2 -23.165 -17.569 18.053  1.045
K3 -20.117 -19.197 22.807  0.978
N1 -21.157 -14.529 16.069  -0.268
S1 -21.362 -14.594 14.370  1.084
O1 -21.093 -13.396 13.601  -0.567
O2 -22.254 -15.597 13.862  -0.488
F1 -19.915 -15.300 14.132  -0.302
S2 -22.607 -14.117 16.275  1.009
O3 -23.534 -15.230 16.438  -0.652
O4 -23.019 -12.789 15.889  -0.585
F2 -22.572 -13.812 17.851  -0.264
N2 -27.534 -20.052 24.107  -0.313
S3 -26.245 -20.705 23.648  1.007
O5 -25.377 -21.442 24.634  -0.578
O6 -25.645 -20.023 22.463  -0.518
F3 -26.881 -22.064 22.954  -0.349
S4 -26.803 -19.128 25.349  1.071
O7 -25.918 -18.036 24.974  -0.466
O8 -26.505 -19.847 26.581  -0.565
F4 -28.158 -18.370 25.686  -0.258
N3 -20.744 -18.300 17.109  -0.051
S5 -20.491 -19.119 15.859  0.949
O9 -20.728 -20.569 15.762  -0.581
O10 -19.417 -18.591 15.026  -0.602
F5 -21.662 -18.458 15.028  -0.278
S6 -19.597 -19.142 17.989  1.037
O11 -18.238 -19.347 17.499  -0.542
O12 -20.139 -20.273 18.744  -0.571
F6 -19.250 -17.984 19.103  -0.282
N4 -27.162 -13.826 21.313  -0.465
S7 -25.824 -14.187 20.788  0.978
O13 -25.637 -15.370 20.042  -0.427
O14 -24.696 -13.581 21.518  -0.524
F7 -25.924 -13.141 19.611  -0.354
S8 -27.152 -15.037 22.484  1.078
O15 -26.330 -14.837 23.602  -0.515
O16 -27.250 -16.420 22.100  -0.499
F8 -28.583 -14.743 23.080  -0.273
N5 -22.666 -16.666 20.592  0.189
S9 -21.416 -15.944 20.765  0.577
O17 -20.354 -16.761 21.410  -0.577
O18 -21.438 -14.483 20.982  -0.615
F9 -20.983 -15.855 19.205  -0.107
S10 -23.075 -16.752 22.242  0.611
O19 -23.378 -15.511 22.982  -0.470
O20 -22.456 -17.857 23.047  -0.556
F10 -24.509 -17.398 22.104  -0.057

Summary:
**DFT total energy**: -8883.49015 Eh
**Highest occupied orbital energy**: -9.44 eV
**Orbital gap**: 7.6 eV
**F_max**: 11.86 eV/Å
**Spin multiplicity**: 1

---

Computed, not measured: a structure of composition F10K3N5Na3O20S10 at a distorted geometry, with ωB97M-V/def2-TZVPD.

Each line ends with the Mulliken charge.
Atoms and positions in Å:
Na1 15.209 5.894 12.214  0.930
Na2 10.839 6.199 8.237  1.080
Na3 12.881 6.945 5.356  0.852
K1 17.664 9.343 7.789  0.982
K2 8.785 8.025 9.891  0.959
K3 12.442 12.227 7.666  0.932
N1 12.890 7.157 7.735  -0.222
S1 14.295 6.793 8.471  0.402
O1 14.117 6.353 9.821  -0.389
O2 15.448 7.542 8.107  -0.315
F1 14.557 5.549 7.597  -0.156
S2 12.648 8.692 8.586  0.913
O3 13.704 9.329 9.286  -0.505
O4 11.293 9.002 8.970  -0.510
F2 12.692 9.466 7.171  -0.251
N2 14.887 7.800 4.149  -0.191
S3 15.036 9.286 4.632  0.903
O5 15.305 10.224 3.603  -0.583
O6 15.478 9.578 5.969  -0.448
F3 13.419 9.592 4.804  -0.347
S4 16.527 7.327 4.350  1.012
O7 17.043 7.357 5.681  -0.519
O8 17.372 7.832 3.341  -0.595
F4 16.247 5.850 4.053  -0.143
N3 12.732 1.300 8.557  -0.405
S5 11.220 0.898 8.316  1.069
O9 10.588 1.336 7.121  -0.521
O10 10.451 0.880 9.527  -0.591
F5 11.412 -0.658 8.019  -0.292
S6 12.476 2.843 8.977  0.991
O11 12.267 3.062 10.371  -0.636
O12 11.914 3.788 8.057  -0.047
F6 14.045 3.233 8.849  -0.365
N4 12.398 5.223 3.814  -0.276
S7 13.088 3.806 4.023  1.012
O13 13.702 3.277 2.865  -0.596
O14 12.445 2.963 4.958  -0.385
F7 14.355 4.270 4.934  -0.272
S8 10.832 4.738 3.653  0.972
O15 10.163 4.537 4.885  -0.491
O16 10.526 3.924 2.539  -0.571
F8 10.313 6.163 3.117  -0.303
N5 10.661 6.219 10.606  -0.148
S9 9.875 4.798 10.914  1.024
O17 10.137 4.051 12.069  -0.491
O18 9.557 4.112 9.723  -0.503
F9 8.438 5.538 11.235  -0.379
S10 11.313 6.512 12.023  0.753
O19 12.575 5.945 12.349  -0.493
O20 10.384 6.755 13.065  -0.530
F10 11.727 8.020 11.542  -0.320

Summary:
**DFT total energy**: -9045.70780 Eh
**Charge**: +1
**Highest occupied orbital energy**: -10.22 eV
**Orbital gap**: 5.3 eV
**F_max**: 5.18 eV/Å
**Spin multiplicity**: 1

---

Computed, not measured: a structure of composition F10KN5O20S10 at a distorted geometry, with ωB97M-V/def2-TZVPD.

Each line ends with the Mulliken charge.
Atoms and positions in Å:
K1 -0.480 -0.232 0.023  1.140
N1 2.468 -0.622 -4.688  -0.439
S1 2.444 -0.486 -3.141  1.044
O1 3.689 -0.514 -2.395  -0.530
O2 1.204 -0.669 -2.409  -0.316
F1 2.350 1.123 -3.189  -0.390
S2 3.080 -2.192 -4.600  1.081
O3 2.404 -3.182 -3.723  -0.536
O4 4.500 -2.263 -4.869  -0.632
F2 2.533 -2.609 -6.067  -0.312
N2 -5.131 0.642 -1.714  -0.361
S3 -4.772 1.391 -3.235  1.054
O5 -5.622 0.900 -4.329  -0.601
O6 -3.395 1.794 -3.480  -0.456
F3 -5.439 2.761 -2.731  -0.276
S4 -4.242 -0.546 -1.971  0.924
O7 -2.949 -0.286 -1.363  -0.371
O8 -4.297 -1.338 -3.195  -0.591
F4 -4.861 -1.628 -0.907  -0.350
N3 -0.122 2.525 -0.137  -0.055
S5 -0.368 3.489 1.191  0.949
O9 -1.498 3.112 2.072  -0.610
O10 -0.020 4.927 1.195  -0.647
F5 0.917 2.898 1.950  -0.200
S6 -1.259 3.122 -0.895  1.055
O11 -0.955 4.519 -1.235  -0.709
O12 -2.668 2.676 -0.588  -0.537
F6 -1.027 2.306 -2.241  -0.235
N4 2.321 -0.564 0.764  0.086
S7 3.772 -0.314 1.705  0.917
O13 4.975 -0.035 0.923  -0.609
O14 3.914 -1.011 2.977  -0.573
F7 3.387 1.167 2.207  -0.246
S8 2.508 -2.047 0.763  0.946
O15 2.036 -2.885 1.822  -0.542
O16 3.616 -2.504 -0.021  -0.640
F8 1.394 -2.394 -0.435  -0.386
N5 -0.624 -0.261 5.418  -0.269
S9 0.083 -0.983 4.029  0.893
O17 -0.597 -0.737 2.774  -0.407
O18 0.857 -2.205 4.251  -0.457
F9 1.231 0.173 4.041  -0.254
S10 -1.113 -1.542 6.017  1.086
O19 -0.111 -2.282 6.792  -0.660
O20 -2.186 -2.390 5.486  -0.643
F10 -1.947 -0.805 7.159  -0.336

Summary:
**DFT total energy**: -7358.87911 Eh
**Charge**: -4
**Highest occupied orbital energy**: -0.84 eV
**Orbital gap**: 8.2 eV
**F_max**: 9.97 eV/Å
**Spin multiplicity**: 1

---

Computed, not measured: a structure of composition F24InNO3P4 at a distorted geometry, with ωB97M-V/def2-TZVPD.

Each line ends with the Mulliken charge.
Atoms and positions in Å:
In1 -0.427 0.518 -0.422  1.993
N1 -2.308 0.666 -3.391  1.205
O1 -2.394 1.379 -2.343  -0.488
O2 -2.836 0.955 -4.443  -0.589
O3 -1.599 -0.346 -3.270  -0.527
P1 1.198 1.676 2.841  1.237
F1 1.885 2.145 1.462  -0.293
F2 -0.236 2.167 2.256  -0.315
F3 0.853 0.209 2.166  -0.347
F4 0.541 1.141 4.200  -0.387
F5 2.627 1.129 3.351  -0.387
F6 1.535 3.125 3.514  -0.375
P2 0.660 -2.995 -0.453  1.191
F7 0.838 -3.912 0.876  -0.395
F8 -0.753 -2.516 0.126  -0.296
F9 1.413 -1.701 0.268  -0.330
F10 0.437 -1.923 -1.694  -0.307
F11 2.023 -3.452 -1.139  -0.382
F12 -0.060 -4.268 -1.195  -0.397
P3 -3.167 -0.547 1.883  1.195
F13 -3.102 -0.580 0.197  -0.363
F14 -4.647 0.055 1.661  -0.374
F15 -3.745 -2.011 1.997  -0.373
F16 -3.160 -0.340 3.473  -0.370
F17 -1.610 -1.030 1.963  -0.277
F18 -2.486 0.908 1.643  -0.349
P4 2.697 1.378 -2.240  1.151
F19 4.123 1.768 -1.632  -0.378
F20 3.442 0.331 -3.203  -0.363
F21 2.466 0.184 -1.106  -0.247
F22 1.239 0.953 -2.800  -0.328
F23 1.848 2.331 -1.221  -0.343
F24 2.707 2.603 -3.322  -0.390

Summary:
**DFT total energy**: -4233.53021 Eh
**Charge**: -2
**Highest occupied orbital energy**: -6.46 eV
**Orbital gap**: 4.4 eV
**F_max**: 4.35 eV/Å
**Spin multiplicity**: 1

---

Computed, not measured: a structure of composition F24P4Zr at a distorted geometry, with ωB97M-V/def2-TZVPD.

Each line ends with the Mulliken charge.
Atoms and positions in Å:
Zr1 -9.546 0.447 -11.590  1.127
P1 -7.010 -0.832 -10.605  1.315
F1 -8.584 -1.015 -10.091  -0.210
F2 -6.749 -2.368 -10.783  -0.341
F3 -7.790 -0.773 -12.051  -0.168
F4 -5.654 -0.466 -11.366  -0.333
F5 -7.536 0.739 -10.610  -0.168
F6 -6.485 -0.804 -9.133  -0.305
P2 -11.651 -1.625 -11.723  1.245
F7 -11.978 -2.408 -13.042  -0.316
F8 -10.030 -1.620 -12.053  -0.153
F9 -11.484 -0.156 -12.513  -0.239
F10 -11.120 -0.677 -10.504  -0.217
F11 -13.151 -1.296 -11.357  -0.330
F12 -11.538 -2.866 -10.739  -0.341
P3 -10.344 2.447 -9.473  1.297
F13 -9.412 2.854 -8.245  -0.329
F14 -9.727 0.956 -9.450  -0.131
F15 -11.541 2.081 -8.535  -0.332
F16 -11.123 1.866 -10.832  -0.243
F17 -10.838 3.937 -9.698  -0.303
F18 -9.248 2.574 -10.707  -0.210
P4 -8.867 1.413 -14.304  1.316
F19 -10.038 1.762 -13.140  -0.251
F20 -8.520 2.948 -14.449  -0.334
F21 -8.003 1.385 -12.914  -0.195
F22 -7.701 0.922 -15.252  -0.317
F23 -9.247 -0.115 -13.834  -0.206
F24 -9.998 1.374 -15.400  -0.328

Summary:
**DFT total energy**: -3810.19035 Eh
**Highest occupied orbital energy**: -14.94 eV
**Orbital gap**: 13.6 eV
**F_max**: 3.66 eV/Å
**Spin multiplicity**: 1

---

Computed, not measured: the molecule F2H2N2O2S at a distorted geometry, with ωB97M-V/def2-TZVPD.

Each line ends with the Mulliken charge.
Atoms and positions in Å:
N1 -1.495 -0.101 0.135  -0.458
S1 -0.080 0.698 0.175  1.098
O1 -0.149 1.886 -0.584  -0.522
O2 0.419 0.570 1.538  -0.546
N2 1.092 -0.331 -0.721  0.200
F1 2.334 0.034 -0.260  -0.142
F2 0.999 -1.664 -0.197  -0.213
H1 -1.975 -0.212 -0.700  0.272
H2 -1.144 -0.881 0.615  0.311

Summary:
**DFT total energy**: -858.93615 Eh
**Highest occupied orbital energy**: -11.37 eV
**Orbital gap**: 11.7 eV
**F_max**: 3.13 eV/Å
**Spin multiplicity**: 1

---

Computed, not measured: the molecule F2H2O2Si at a distorted geometry, with ωB97M-V/def2-TZVPD.

Each line ends with the Mulliken charge.
Atoms and positions in Å:
O1 0.394 -0.645 1.760  -0.624
Si1 -0.294 -0.057 -0.168  0.908
O2 0.766 -0.278 -1.361  -0.421
F1 -1.738 -0.746 -0.119  -0.225
F2 -0.721 1.531 -0.193  -0.281
H1 1.035 -0.026 2.258  0.299
H2 0.558 0.221 -2.178  0.344

Summary:
**DFT total energy**: -641.06604 Eh
**Highest occupied orbital energy**: -11.05 eV
**Orbital gap**: 10.8 eV
**F_max**: 5.18 eV/Å
**Spin multiplicity**: 1

---

Computed, not measured: a structure of composition F2H8HfO4Pb at a distorted geometry, with ωB97M-V/def2-TZVPD.

Each line ends with the Mulliken spin population.
Atoms and positions in Å:
Pb1 20.755 15.153 -2.213  0.000
Hf1 15.991 15.637 -2.827  -0.001
F1 17.089 14.246 -4.557  0.000
F2 18.326 15.675 -2.504  0.002
O1 19.024 18.678 -4.013  1.027
H1 19.530 18.114 -3.428  -0.014
H2 19.233 19.567 -3.729  -0.016
O2 16.421 17.756 -1.770  0.003
H3 17.173 18.122 -1.305  -0.001
H4 15.854 18.509 -1.939  0.000
O3 18.196 13.161 -1.005  0.000
H5 18.683 12.667 -1.665  0.000
H6 17.654 12.506 -0.565  0.000
O4 16.272 15.457 -0.536  0.000
H7 15.952 14.634 -0.166  0.000
H8 16.579 15.957 0.221  0.000

Summary:
**DFT total energy**: -743.49318 Eh
**Charge**: +5
**Highest occupied orbital energy (spin up / spin down)**: -28.76 / -28.76 eV
**Orbital gap (spin up / spin down)**: 5.9 / 3.2 eV
**F_max**: 6.96 eV/Å
**Spin multiplicity**: 2

---

Computed, not measured: a cluster of 2 separate species, F2HNS in total at a distorted geometry, with ωB97M-V/def2-TZVPD.

Each line ends with the Mulliken charge.
Atoms and positions in Å:
N1 0.202 0.459 0.549  -0.115
F1 0.169 1.335 -0.550  -0.130
F2 -1.334 -1.176 -0.787  -0.247
S1 -1.091 -0.444 0.693  0.366
H1 2.054 -0.175 0.094  0.126

Summary:
**DFT total energy**: -653.03518 Eh
**Highest occupied orbital energy (spin up / spin down)**: -10.13 / -10.30 eV
**Orbital gap (spin up / spin down)**: 9.5 / 8.1 eV
**F_max**: 1.49 eV/Å
**Spin multiplicity**: 1

---

Computed, not measured: a structure of composition F2HO2PY at a distorted geometry, with ωB97M-V/def2-TZVPD.

Each line ends with the Mulliken spin population.
Atoms and positions in Å:
H1 0.667 -0.055 -1.542  0.002
P1 0.190 -0.575 0.334  0.001
F1 1.029 -0.294 1.610  0.005
F2 -1.005 -1.464 0.771  0.004
O1 0.984 -1.065 -0.893  0.000
O2 -0.272 0.723 -0.363  -0.088
Y1 -1.592 2.730 0.082  1.076

Summary:
**DFT total energy**: -729.83396 Eh
**Charge**: +2
**Highest occupied orbital energy (spin up / spin down)**: -17.42 / -20.98 eV
**Orbital gap (spin up / spin down)**: 6.8 / 10.2 eV
**F_max**: 5.07 eV/Å
**Spin multiplicity**: 2

---

Computed, not measured: a structure of composition F2HOPSn at a distorted geometry, with ωB97M-V/def2-TZVPD.

Each line ends with the Mulliken charge.
Atoms and positions in Å:
O1 1.533 -1.393 -1.744  -0.439
P1 0.782 -0.025 -1.289  0.377
H1 1.348 -2.205 -1.248  0.339
F1 -1.225 -0.674 -1.336  -0.416
F2 0.871 1.339 -0.366  -0.259
Sn1 -1.467 -0.887 0.571  0.398

Summary:
**DFT total energy**: -831.13986 Eh
**Highest occupied orbital energy (spin up / spin down)**: -6.72 / -6.71 eV
**Orbital gap (spin up / spin down)**: 5.4 / 5.4 eV
**F_max**: 3.21 eV/Å
**Spin multiplicity**: 1